Below is C49H80N6P2STa as an isolated structure, with properties calculated with the ωB97M-V functional and the def2-TZVPD basis.

The geometry in XYZ format:
```
139
Properties=species:S:1:pos:R:3:forces:R:3
Ta 0.7869 -0.2667 -0.3860 -0.1 0.3 0.1
C -1.6879 -2.7148 5.7914 0.1 0.0 0.0
C -0.4394 -3.1545 5.0305 -0.2 0.0 -0.1
C -0.6559 -4.5466 4.4162 0.1 0.0 0.0
C 0.0202 -2.1625 3.9877 0.1 0.0 0.1
C -0.7688 -1.1144 3.5398 -0.1 -0.1 0.0
C -0.2669 -0.0808 2.7724 0.3 0.0 -0.1
C -1.1654 1.0960 2.5459 -0.3 -0.1 0.3
C -1.3445 1.8686 3.8617 0.2 0.1 0.0
C -2.5322 0.6992 1.9811 0.0 0.0 0.2
C 1.1277 -0.0563 2.3688 -0.5 -0.5 -1.1
C 1.9090 -1.2373 2.7493 -0.1 0.2 -0.2
C 1.3285 -2.2343 3.4946 -0.1 -0.1 0.1
C 3.3729 -1.4267 2.4211 0.0 -0.3 0.2
C 3.5561 -2.7470 1.6498 0.1 0.1 0.0
C 4.2710 -1.4755 3.6674 0.0 0.2 0.0
C 1.8732 1.2923 2.3508 0.0 -0.2 0.3
C 2.5268 1.4872 3.5754 0.1 0.0 0.1
C 3.3395 2.5739 3.8458 0.0 0.0 0.0
C 3.5200 3.5455 2.8738 0.0 0.0 0.0
C 2.8309 3.4217 1.6832 0.0 0.0 0.1
C 1.9943 2.3286 1.3970 0.1 0.3 -0.1
P 1.2001 2.4630 -0.2367 0.3 -0.6 -0.6
C -0.1170 3.8632 -0.2715 -0.1 -0.3 0.0
C -0.5819 4.0573 -1.7218 0.0 0.1 0.0
C -1.3625 3.5025 0.5341 -0.1 0.1 0.0
C 0.4547 5.1416 0.3510 0.0 0.1 -0.1
C 2.4828 2.9319 -1.5776 -0.1 0.0 0.1
C 2.7228 4.4334 -1.7968 0.0 0.0 -0.1
C 3.8454 2.3181 -1.2745 0.1 0.2 -0.1
C 1.9519 2.2916 -2.8730 0.0 0.1 -0.1
H -1.8491 -3.3863 6.6349 0.0 0.0 0.0
H -2.5808 -2.7622 5.1609 0.0 0.0 0.0
H -1.5876 -1.7021 6.1898 0.0 -0.1 0.0
H 0.3847 -3.2385 5.7440 0.1 0.0 0.0
H -1.5118 -4.5309 3.7394 0.0 0.0 0.0
H -0.8657 -5.2659 5.2099 0.0 0.1 -0.1
H 0.2244 -4.8978 3.8698 -0.1 0.0 0.0
H -1.7942 -1.0494 3.8849 0.1 0.0 0.0
H -0.6600 1.7328 1.8377 0.1 0.2 -0.2
H -1.8081 1.2336 4.6203 0.0 0.0 -0.1
H -1.9952 2.7330 3.7109 0.0 0.0 0.0
H -0.3854 2.2244 4.2514 -0.1 0.0 0.0
H -3.0226 -0.0489 2.6088 0.0 0.1 -0.1
H -2.4507 0.2967 0.9718 0.0 0.0 -0.1
H -3.1871 1.5717 1.9621 0.0 0.0 0.0
H 1.9437 -3.0730 3.8076 -0.1 0.1 0.0
H 3.6896 -0.5877 1.8176 0.0 0.1 0.0
H 3.3950 -3.5993 2.3116 0.0 0.0 0.0
H 4.5754 -2.8258 1.2644 0.0 0.0 0.0
H 2.8570 -2.8436 0.8192 0.0 0.0 0.0
H 4.0085 -2.3172 4.3103 0.0 0.0 0.0
H 4.2104 -0.5605 4.2584 0.0 -0.1 0.0
H 5.3110 -1.6054 3.3582 -0.1 0.0 0.0
H 2.3810 0.7456 4.3525 0.0 0.0 0.0
H 3.8264 2.6594 4.8107 0.0 0.0 -0.1
H 4.1664 4.3985 3.0460 -0.1 -0.1 0.0
H 2.9428 4.2018 0.9420 0.0 0.0 0.1
H -0.9740 3.1317 -2.1448 0.0 0.1 0.0
H 0.1724 4.4550 -2.3904 -0.1 -0.1 0.0
H -1.3979 4.7842 -1.7088 0.0 0.0 0.0
H -1.7587 2.5246 0.2673 0.0 0.0 0.0
H -2.1310 4.2442 0.3002 0.1 0.0 0.0
H -1.1833 3.5700 1.6043 0.0 -0.1 0.0
H 1.3069 5.5648 -0.1718 -0.1 0.0 0.1
H 0.7162 4.9920 1.3986 0.0 0.0 0.0
H -0.3431 5.8906 0.3224 0.0 -0.1 0.0
H 3.2511 4.8952 -0.9625 0.0 0.0 0.0
H 1.8356 5.0123 -2.0199 0.1 0.0 0.0
H 3.3784 4.5239 -2.6670 0.0 0.0 0.0
H 4.1651 2.4665 -0.2435 0.0 0.0 -0.1
H 4.5915 2.7957 -1.9146 -0.1 0.0 0.0
H 3.8459 1.2661 -1.5112 0.0 0.1 -0.1
H 0.9924 2.6975 -3.1906 0.0 -0.1 0.0
H 1.8501 1.1995 -2.7737 0.1 0.1 0.0
H 2.6669 2.4817 -3.6776 0.0 -0.1 0.0
C 6.6439 -2.2769 -2.7533 -0.1 0.0 0.0
C 5.5419 -1.7199 -1.9182 -0.1 -0.1 -0.1
C 5.7666 -0.8059 -0.8823 0.1 0.0 0.1
C 4.6782 -0.2962 -0.2208 0.1 0.0 0.2
N 3.4178 -0.6498 -0.5365 -0.5 0.2 0.2
C 3.3191 -1.5511 -1.5045 0.2 -0.2 -0.2
S 1.6582 -2.0031 -1.8630 -0.9 0.8 0.5
N 4.2812 -2.0976 -2.2005 0.2 0.0 -0.1
H 7.6057 -2.2120 -2.2486 0.0 0.0 0.0
H 6.7062 -1.6987 -3.6807 0.0 0.0 0.0
H 6.4276 -3.3053 -3.0377 0.0 0.0 0.1
H 6.7691 -0.4910 -0.6214 -0.1 0.0 0.0
H 4.7984 0.4302 0.5728 0.0 0.0 -0.1
N -0.8806 -0.2878 -1.0960 1.6 -0.3 0.9
P -2.1854 -0.9726 -1.9069 -0.6 -0.6 -0.5
N -1.7065 -1.2725 -3.4196 0.8 0.2 -0.5
C -0.5459 -0.6606 -4.1122 -0.5 0.0 -0.1
C -0.9935 0.3553 -5.1565 -0.1 -0.2 -0.1
C -1.9775 -0.2831 -6.1399 0.0 0.1 0.1
C -3.1695 -0.8670 -5.3813 0.2 0.0 0.0
C -2.6906 -1.8830 -4.3540 -0.1 0.2 0.0
N -3.4651 0.0026 -1.7631 -0.1 0.7 0.1
C -3.2810 1.4554 -1.9932 -0.2 -0.2 0.2
C -4.2248 2.2474 -1.0987 -0.2 -0.1 -0.2
C -5.6741 1.8123 -1.3409 0.1 0.0 0.2
C -5.8147 0.3003 -1.1496 0.0 0.2 -0.1
C -4.8491 -0.4389 -2.0630 -0.1 0.0 0.3
N -2.6682 -2.3979 -1.3027 0.3 -0.3 0.6
C -3.3699 -2.4785 0.0037 0.1 0.0 -0.1
C -2.4167 -2.9040 1.1135 0.0 -0.3 -0.2
C -1.7628 -4.2417 0.7661 -0.1 0.1 0.0
C -1.0292 -4.1318 -0.5633 -0.2 0.0 0.1
C -1.9707 -3.6598 -1.6615 0.0 0.0 0.0
H 0.0231 -1.4604 -4.5961 0.0 0.0 0.1
H 0.0890 -0.1866 -3.3756 0.1 0.0 0.1
H -0.1145 0.7298 -5.6858 0.0 0.0 0.0
H -1.4800 1.1994 -4.6507 0.1 0.0 0.0
H -1.4717 -1.0776 -6.6996 0.0 0.1 0.0
H -2.3178 0.4599 -6.8592 0.0 0.0 -0.1
H -3.8634 -1.3539 -6.0673 0.0 0.0 0.0
H -3.7046 -0.0588 -4.8701 -0.1 -0.1 -0.1
H -2.1984 -2.7146 -4.8659 0.0 0.0 0.1
H -3.5239 -2.2900 -3.7827 0.0 0.0 0.0
H -3.4992 1.6960 -3.0405 0.1 -0.1 -0.1
H -2.2406 1.6972 -1.7908 0.1 0.0 0.0
H -4.1047 3.3134 -1.3069 0.0 0.0 0.0
H -3.9667 2.0653 -0.0544 0.0 0.1 0.0
H -5.9785 2.0877 -2.3559 0.0 0.0 0.0
H -6.3335 2.3361 -0.6497 0.0 0.0 -0.1
H -6.8328 -0.0190 -1.3763 0.0 0.0 0.0
H -5.6021 0.0395 -0.1068 -0.1 0.0 0.0
H -5.0910 -0.1994 -3.1036 0.1 0.0 0.0
H -4.9304 -1.5154 -1.9323 0.1 0.0 0.0
H -4.1672 -3.2209 -0.0893 0.0 0.0 -0.1
H -3.8257 -1.5154 0.2225 0.0 0.0 0.0
H -2.9717 -2.9745 2.0527 0.1 0.1 0.0
H -1.6402 -2.1394 1.2272 0.0 0.1 0.1
H -2.5380 -5.0132 0.6950 0.1 0.0 0.0
H -1.0683 -4.5434 1.5455 0.0 -0.1 0.1
H -0.6110 -5.0984 -0.8508 0.1 0.1 0.0
H -0.2015 -3.4211 -0.4595 0.0 -0.1 0.0
H -2.7357 -4.4227 -1.8284 -0.1 0.1 0.0
H -1.4325 -3.5134 -2.5936 0.0 0.0 -0.1
```
Forces are in eV/Å.

Net charge: +3
Energy relative to the best compared isomer or geometry (same formula, charge and spin), eV: 1.200
Frontier orbital gap, eV: 6.275
Total energy, a.u.: -3380.81677
HOMO, eV: -16.14